12
Properties=species:S:1:pos:R:3:forces:R:3:lowdin_charge:R:1 method="wB97M-V/def2-TZVPD" spin_multiplicity=1 e_homo_ha=-0.32897 orbital_gap_ev=8.802 mol_weight_g_mol=133.1 e_tot_ev=-21301.2478
O -1.79082 -1.30854 -1.19060 -0.2 -0.9 -1.0 0.11
C -1.65642 -0.45158 -0.39604 0.4 0.9 1.5 -0.28
N -0.42121 -0.16395 0.27551 -1.2 1.4 0.7 -0.11
C -0.57037 0.91266 1.15693 2.0 0.9 -0.4 -0.63
S 0.58639 1.83465 1.92732 -1.4 -1.5 -0.7 0.64
C 0.78297 -0.78542 -0.12805 0.5 -1.1 -0.2 -0.09
C 1.84365 -0.11407 -0.58864 0.7 -2.4 -2.1 -0.16
F 1.80270 1.17188 -0.84596 0.2 0.8 0.2 0.02
H -2.46153 0.24674 -0.00085 0.5 -0.9 -0.7 0.14
H -1.60906 1.22850 1.10814 0.1 0.1 0.6 0.04
H 0.76597 -1.91027 -0.16115 0.1 1.5 0.2 0.14
H 2.72773 -0.66061 -1.15662 -1.8 1.2 1.8 0.16